No. 1
C49H43N3O10S | ωB97M-V/def2-TZVPD

CARTESIAN COORDINATES (ANGSTROEM)
C1 3.52563 -3.00354 -0.71314
C2 3.78954 -1.71621 -1.52115
C3 2.52270 -1.08995 -2.13586
C4 2.45657 -1.25944 -3.66455
C5 1.05271 -1.46505 -4.18941
C6 -0.05973 -1.00383 -3.57069
C7 -1.40322 -1.19597 -4.06108
C8 -2.51643 -0.63885 -3.25073
C9 -3.55940 0.08083 -3.82365
C10 -4.59467 0.57824 -3.04870
C11 -4.60498 0.36489 -1.67855
C12 -3.55924 -0.33120 -1.09276
C13 -2.52293 -0.82601 -1.86827
C14 -1.62964 -1.89166 -5.21388
N1 -2.88724 -2.16620 -5.76100
C15 -3.81732 -2.96620 -4.96086
C16 -3.23725 -4.22511 -4.33077
C17 -4.25673 -4.83860 -3.36103
C18 -0.47698 -2.38350 -5.90228
N2 -0.50972 -3.07602 -7.04127
S1 1.01516 -3.38876 -7.42974
N3 1.78733 -2.69134 -6.20654
C19 0.85137 -2.16702 -5.41416
H1 2.49869 -3.34538 -0.85078
H2 3.67971 -2.86439 0.35590
H3 4.16984 -3.82089 -1.03589
H4 4.50907 -1.94800 -2.30687
H5 4.27616 -0.98735 -0.87119
H6 2.49299 -0.02904 -1.89494
H7 1.63833 -1.54034 -1.68681
H8 3.01901 -2.15328 -3.93774
H9 2.88572 -0.39396 -4.17075
H10 0.04250 -0.43066 -2.65806
H11 -3.57791 0.25372 -4.89166
H12 -5.39844 1.12094 -3.52749
H13 -5.41129 0.73066 -1.05706
H14 -3.54975 -0.49312 -0.02249
H15 -1.71631 -1.37227 -1.39549
H16 -2.78708 -2.53794 -6.69375
H17 -4.62145 -3.26947 -5.63636
H18 -4.29319 -2.36514 -4.18489
H19 -2.98150 -4.96675 -5.09107
H20 -2.33130 -4.01211 -3.75938
H21 -5.15662 -5.16325 -3.88045
H22 -4.55144 -4.06881 -2.64542
H23 -3.82072 -5.65179 -2.78300
C20 2.41701 1.52649 1.25556
C21 2.96889 2.22469 2.24572
C22 2.70447 3.67363 2.39363
O1 3.20595 4.32048 3.29390
C23 1.80454 4.32348 1.40746
C24 1.24943 3.62538 0.42126
C25 1.51356 2.17121 0.27244
O2 0.99623 1.52748 -0.61608
H24 2.59252 0.46891 1.12416
H25 3.62797 1.77546 2.98026
H26 1.63041 5.38352 1.54251
H27 0.58635 4.07102 -0.30951
C26 -1.06817 -1.22806 5.56672
C27 0.13091 -1.19067 4.99212
C28 0.32009 -0.58769 3.65005
O3 1.41065 -0.55133 3.12089
C29 -0.87577 -0.02650 2.97179
C30 -2.07466 -0.06336 3.54632
C31 -2.26606 -0.66680 4.89048
O4 -3.35718 -0.69938 5.41462
H28 -1.23261 -1.66316 6.54416
H29 1.01799 -1.59206 5.46529
H30 -0.71269 0.40511 1.99122
H31 -2.96121 0.33792 3.07183
C32 7.32475 4.60014 3.59405
C33 6.35724 3.68904 3.66762
C34 6.64761 2.29749 4.08218
O5 5.76725 1.46138 4.15514
C35 8.05228 1.94985 4.41327
C36 9.01913 2.85962 4.34172
C37 8.72988 4.25812 3.92807
O6 9.61447 5.08479 3.86915
H32 7.13980 5.62406 3.30422
H33 5.32022 3.92156 3.44727
H34 8.23501 0.92574 4.71351
H35 10.05113 2.63408 4.57887
C38 4.82462 7.64230 7.02125
C39 4.05563 7.59435 8.10527
C40 3.22277 6.40167 8.40726
O7 2.52128 6.36004 9.39443
C41 3.28191 5.26580 7.45343
C42 4.05016 5.31235 6.36846
C43 4.88323 6.50460 6.06968
O8 5.58552 6.54429 5.08216
H36 5.44009 8.49964 6.77992
H37 3.99634 8.41001 8.81453
H38 2.66515 4.40909 7.69339
H39 4.10161 4.50036 5.65409
C44 -8.19756 -4.23687 -4.89396
C45 -9.30708 -4.82613 -5.33055
C46 -10.43959 -5.11200 -4.41293
O9 -11.44977 -5.64988 -4.80982
C47 -10.28552 -4.71394 -2.99047
C48 -9.17553 -4.12509 -2.55427
C49 -8.04401 -3.83869 -3.47172
O10 -7.03195 -3.30260 -3.07652
H40 -7.35952 -4.01831 -5.54397
H41 -9.44178 -5.12436 -6.36242
H42 -11.12370 -4.93191 -2.34103
H43 -9.04022 -3.82728 -1.52232

As for the net charge: 0. For the HOMO-LUMO gap, the calculation gives 0.2190 hartree. For the HOMO energy, the calculation gives -0.2818 Ha.


No. 2
C49H44BrKNO5S | ωB97M-V/def2-TZVPD

CARTESIAN COORDINATES (ANGSTROEM)
K1 -22.85445 -1.18687 -5.59707
C1 -21.38174 -2.40612 1.71030
C2 -22.45207 -1.93721 0.75770
C3 -23.62022 -1.41506 1.62209
O1 -22.76825 -2.97827 -0.10680
C4 -22.49722 -2.55467 -1.52288
C5 -22.18739 -1.02798 -1.44624
O2 -21.83856 -0.83370 -0.03594
C6 -21.02609 -0.44117 -2.40978
O3 -21.58547 -0.39072 -3.62055
C7 -19.72585 -1.33624 -2.41019
C8 -19.23426 -1.93555 -3.60536
C9 -18.14289 -2.76897 -3.68813
C10 -17.42056 -3.03377 -2.49776
C11 -17.98175 -2.67128 -1.29693
C12 -19.13084 -1.83867 -1.24090
C13 -20.76523 1.04893 -1.94444
C14 -19.63666 1.75198 -2.37127
C15 -19.60889 3.16186 -2.32634
C16 -20.72122 3.86256 -1.86438
C17 -21.76308 3.17982 -1.24699
C18 -21.74938 1.81331 -1.19511
C19 -23.74633 -3.07757 -2.40606
O4 -23.50747 -2.55749 -3.63914
C20 -25.06332 -2.54019 -1.79967
C21 -25.83617 -1.64348 -2.51679
C22 -27.03349 -1.18036 -1.99280
C23 -27.58323 -1.55740 -0.79537
C24 -26.78280 -2.47185 -0.10652
C25 -25.57031 -2.96120 -0.56023
C26 -23.59534 -4.58214 -2.57280
C27 -24.64235 -5.44958 -2.40827
C28 -24.57646 -6.71853 -3.00179
C29 -23.45166 -7.15823 -3.65524
C30 -22.37937 -6.26167 -3.85924
C31 -22.44192 -5.03861 -3.22903
H1 -21.59792 -3.42073 2.06750
H2 -21.38296 -1.72559 2.53740
H3 -20.37684 -2.38940 1.24872
H4 -24.32772 -2.23949 1.91997
H5 -24.19372 -0.65068 1.02003
H6 -23.13932 -0.96480 2.52687
H7 -21.65545 -3.13914 -1.83758
H8 -23.03128 -0.34863 -1.63683
H9 -19.86370 -1.77763 -4.48907
H10 -17.86185 -3.14527 -4.64310
H11 -16.54242 -3.58793 -2.48162
H12 -17.54608 -3.00682 -0.35817
H13 -19.51347 -1.61730 -0.23370
H14 -18.81414 1.19156 -2.76370
H15 -18.83280 3.69113 -2.85738
H16 -20.72700 4.94924 -1.98298
H17 -22.65098 3.68350 -0.77675
H18 -22.59050 1.29231 -0.70924
H19 -25.54269 -1.29132 -3.48434
H20 -27.68987 -0.61817 -2.69166
H21 -28.54927 -1.22967 -0.42240
H22 -27.05729 -2.84637 0.86916
H23 -25.03103 -3.71493 0.02419
H24 -25.56797 -5.11498 -1.87313
H25 -25.45886 -7.30076 -2.94905
H26 -23.38680 -8.20214 -3.94698
H27 -21.47180 -6.47594 -4.37790
H28 -21.55124 -4.41618 -3.34559
C32 -25.59580 0.13468 -11.40648
C33 -25.60648 0.45366 -9.96974
C34 -26.32496 1.47960 -9.35418
C35 -26.56660 1.39035 -7.94975
C36 -25.81202 0.46970 -7.22942
Br1 -26.04309 0.30044 -5.36624
N1 -24.89548 -0.32839 -7.74845
C37 -24.79497 -0.31310 -9.10682
H29 -26.59620 -0.06359 -11.77508
H30 -25.15352 -0.83576 -11.53855
H31 -25.08613 0.81658 -12.08609
H32 -26.87613 2.19353 -9.96999
H33 -27.15088 2.07903 -7.34745
H34 -24.08861 -1.00572 -9.48063
O5 -22.09020 -3.15856 -7.01007
S1 -21.57762 -4.62322 -7.14922
C38 -20.26156 -4.74684 -8.38104
C39 -19.75807 -3.58893 -8.88898
C40 -18.86606 -3.66761 -9.96846
C41 -18.64805 -4.91059 -10.54320
C42 -19.25908 -6.00154 -10.07016
C43 -19.99139 -5.98266 -8.90701
C44 -22.85023 -5.42544 -8.14392
C45 -23.16714 -4.98171 -9.48054
C46 -24.00218 -5.67007 -10.32155
C47 -24.60527 -6.83333 -9.82121
C48 -24.31708 -7.32680 -8.56478
C49 -23.36912 -6.62293 -7.74605
H35 -20.11917 -2.55822 -8.54945
H36 -18.36667 -2.79911 -10.31398
H37 -18.08210 -4.92082 -11.46270
H38 -19.12189 -6.96026 -10.60888
H39 -20.31876 -6.91974 -8.43677
H40 -22.59067 -4.09235 -9.82429
H41 -24.15092 -5.27258 -11.34145
H42 -25.25303 -7.43583 -10.44710
H43 -24.68424 -8.32497 -8.26330
H44 -23.09844 -7.08963 -6.77517

As for the net charge: -1. For the HOMO-LUMO gap, the calculation gives 0.1887 hartree. As for the energy relative to the best compared isomer or geometry (same formula, charge and spin): 2.395 eV. For the HOMO energy, the calculation gives -0.1288 Ha.


No. 3
C49H44F7N4O6S2SbTi | ωB97M-V/def2-TZVPD

CARTESIAN COORDINATES (ANGSTROEM)
Ti1 -0.23624 0.98372 0.90925
C1 -4.73138 2.01202 1.68615
N1 -4.20561 1.00842 0.78570
C2 -5.19776 0.60014 -0.17676
C3 -3.63556 -0.11006 1.51249
C4 -2.80418 -1.05264 0.65403
N2 -1.75529 -0.40638 -0.13511
C5 -1.46254 -1.01000 -1.28191
C6 -0.53291 -0.39059 -2.16555
F1 0.12186 0.68819 -1.67407
C7 -0.30646 -0.76384 -3.46151
F2 0.52013 -0.01155 -4.21482
C8 -0.92084 -1.87023 -4.02444
C9 -1.72716 -2.58629 -3.15884
F3 -2.30392 -3.72395 -3.60714
C10 -1.96947 -2.22382 -1.85218
F4 -2.69623 -3.11188 -1.12301
H1 -5.62275 1.65259 2.23821
H2 -5.01174 2.90492 1.12052
H3 -3.97234 2.28240 2.41912
H4 -6.04467 0.06714 0.30244
H5 -4.76409 -0.05798 -0.93167
H6 -5.59737 1.48099 -0.68537
H7 -4.43886 -0.72346 1.97254
H8 -3.05150 0.29121 2.32796
H9 -3.50226 -1.57067 -0.00640
H10 -2.38671 -1.81942 1.31949
H11 -0.74566 -2.17781 -5.04477
C11 -1.92268 4.56437 3.19258
C12 -1.38408 5.09304 1.86514
C13 -2.30632 4.73676 0.72301
C14 -3.44599 5.51731 0.53269
C15 -4.37267 5.21614 -0.44951
C16 -4.14855 4.11642 -1.26510
C17 -3.01563 3.32343 -1.11756
C18 -2.77660 2.19740 -2.08721
C19 -1.89813 2.60699 -3.27118
C20 -2.08619 3.63019 -0.10940
N3 -0.87690 2.86242 0.01868
C21 0.13462 3.47969 -0.56315
C22 1.44546 2.98694 -0.40862
C23 2.69197 3.46398 -0.84120
C24 3.64064 2.60008 -0.27623
C25 2.92851 1.64982 0.46270
N4 1.59786 1.87277 0.37722
H12 -1.24175 4.76856 4.02024
H13 -2.06472 3.48784 3.13398
H14 -2.89595 5.01097 3.41773
H15 -0.38020 4.71227 1.68660
H16 -1.30805 6.18451 1.91345
H17 -3.59837 6.37256 1.18499
H18 -5.25907 5.82757 -0.57732
H19 -4.85983 3.86235 -2.04580
H20 -3.74517 1.85772 -2.46673
H21 -2.33956 1.35798 -1.55109
H22 -2.30786 3.48993 -3.77287
H23 -1.83397 1.79733 -4.00302
H24 -0.88301 2.84219 -2.94757
H25 -0.03949 4.38928 -1.13544
H26 2.86806 4.33193 -1.46187
H27 4.71734 2.65716 -0.36518
H28 3.31238 0.85454 1.08300
O1 -2.41426 1.40219 4.72200
S1 -1.05415 1.20461 4.26265
O2 -0.04351 2.02692 4.86816
O3 -1.02908 1.22461 2.78568
C26 -0.67378 -0.51113 4.73513
C27 -1.39769 -0.97263 5.83318
C28 -1.22105 -2.25366 6.32884
C29 -0.31210 -3.10788 5.72533
C30 0.41588 -2.66291 4.63423
C31 0.24501 -1.37569 4.13566
S2 1.26042 -0.94104 2.71799
O4 1.66774 0.42642 2.93918
O5 2.30913 -1.93799 2.64829
O6 0.32009 -1.02395 1.57874
H29 -2.12624 -0.31104 6.28084
H30 -1.80137 -2.58225 7.18331
H31 -0.16570 -4.11280 6.10239
H32 1.14761 -3.29921 4.15428
F5 7.78268 -4.15233 1.55906
C32 6.65020 -3.62181 1.02707
C33 5.52311 -4.40993 0.94297
C34 4.37087 -3.85802 0.39250
C35 4.34618 -2.54665 -0.06722
C36 5.50822 -1.78547 0.04758
C37 6.67198 -2.31288 0.59262
Sb1 2.58321 -1.58088 -0.84936
C38 1.61262 -3.40157 -1.42991
C39 1.67424 -4.00223 -2.68291
C40 0.96910 -5.16806 -2.95834
C41 0.18829 -5.71227 -1.96126
F6 -0.50918 -6.84460 -2.22745
C42 0.07521 -5.13959 -0.71139
C43 0.79323 -3.97835 -0.45700
C44 3.55728 -1.07117 -2.69367
C45 4.40136 -1.92951 -3.39745
C46 5.05511 -1.51296 -4.55005
C47 4.85530 -0.21409 -4.97510
F7 5.49469 0.20135 -6.09947
C48 4.04537 0.67482 -4.30431
C49 3.39548 0.23385 -3.15597
H33 5.54981 -5.43015 1.30425
H34 3.48188 -4.47586 0.32309
H35 5.51837 -0.75425 -0.29491
H36 7.57708 -1.72629 0.68694
H37 2.27008 -3.55902 -3.47307
H38 0.99699 -5.63581 -3.93504
H39 -0.58311 -5.57713 0.02814
H40 0.68124 -3.49534 0.51086
H41 4.56849 -2.94023 -3.03558
H42 5.71312 -2.16819 -5.10770
H43 3.92609 1.68686 -4.66981
H44 2.76391 0.93158 -2.61436

The expectation value of S² is 2.018. As for the net charge: -2. For the HOMO-LUMO gap (spin up / spin down), the calculation gives 0.1655 / 0.2407 hartree. The spin multiplicity is 3. As for the energy relative to the best compared isomer or geometry (same formula, charge and spin): 0.000 eV. For the HOMO energy (spin up / spin down), the calculation gives -0.0150 / -0.0902 Ha.


No. 4
C49H45BCaF4I2N10P | ωB97M-V/def2-TZVPD

CARTESIAN COORDINATES (ANGSTROEM)
Ca1 0.83590 0.75508 -0.52817
C1 1.15371 -3.79220 -3.62979
C2 1.53586 -2.50651 -2.90139
C3 2.98915 -2.12185 -3.19786
C4 1.31705 -2.62648 -1.42165
C5 1.57498 -3.70499 -0.56607
C6 1.23278 -3.25130 0.69101
N1 0.78564 -1.98968 0.58984
N2 0.83837 -1.60417 -0.71664
B1 0.26190 -0.97012 1.65445
N3 -0.62833 -1.58504 2.70298
C7 -0.48559 -2.66032 3.51893
C8 -1.66506 -2.84022 4.19191
C9 -2.50056 -1.79817 3.73234
N4 -1.87355 -1.05702 2.83934
C10 -3.93997 -1.55495 4.08699
C11 -4.35750 -0.11165 3.82588
C12 -4.82990 -2.53571 3.31680
N5 1.46492 -0.19662 2.24848
C13 2.15809 -0.38071 3.37769
C14 3.24417 0.47735 3.36772
C15 3.14352 1.17080 2.15585
N6 2.05895 0.76265 1.49732
C16 4.03031 2.23961 1.57701
C17 3.89157 2.31785 0.05522
C18 5.48704 2.02281 1.98097
H1 1.25852 -3.66162 -4.70716
H2 0.12120 -4.06638 -3.41766
H3 1.80040 -4.61762 -3.32592
H4 0.87887 -1.70553 -3.25426
H5 3.67266 -2.89016 -2.83338
H6 3.26039 -1.18118 -2.70865
H7 3.14590 -2.01989 -4.27439
H8 1.94160 -4.68219 -0.82598
H9 1.26637 -3.76576 1.63468
H10 -0.43458 -0.16453 1.05219
H11 0.43764 -3.21135 3.58592
H12 -1.89279 -3.59756 4.92229
H13 -4.05354 -1.75446 5.15731
H14 -4.23616 0.14081 2.77228
H15 -3.74530 0.58398 4.39987
H16 -5.40235 0.03390 4.10252
H17 -4.70918 -2.39029 2.23988
H18 -5.88036 -2.38612 3.57115
H19 -4.56624 -3.56997 3.54106
H20 1.83675 -1.09569 4.11606
H21 3.99368 0.58270 4.13100
H22 3.70881 3.20437 1.98971
H23 4.12022 1.35212 -0.40505
H24 4.57986 3.05830 -0.35216
H25 2.88593 2.63674 -0.24075
H26 5.84960 1.06277 1.60970
H27 5.60352 2.03273 3.06365
H28 6.11818 2.81150 1.57185
I1 0.25804 3.82318 1.32983
C19 -1.53292 4.13275 0.23550
I2 -2.16110 2.32270 -0.68858
H29 -1.35884 4.88900 -0.51922
H30 -2.30807 4.42910 0.93141
F1 3.79918 2.71771 -3.34017
C20 4.42056 2.51297 -4.49310
C21 5.55551 3.18636 -4.73369
F2 5.99465 4.02251 -3.81883
C22 6.31911 3.02214 -5.96161
C23 5.74576 2.07232 -6.90348
C24 4.61129 1.39762 -6.65328
F3 4.15930 0.55652 -7.56253
C25 3.85219 1.56496 -5.42927
C26 2.69732 0.86983 -5.18897
C27 1.92071 1.03006 -3.99462
N7 1.30217 1.15533 -3.03615
C28 2.15723 -0.12364 -6.07408
N8 1.67521 -0.95496 -6.70214
F4 6.36239 1.86667 -8.04445
C29 7.47586 3.69583 -6.20512
C30 8.05907 4.62952 -5.28069
N9 8.58787 5.36315 -4.57401
C31 8.24504 3.54659 -7.40912
N10 8.92119 3.46984 -8.33335
C32 -6.58782 1.35968 -1.57959
C33 -6.10936 0.88278 -0.36364
C34 -4.96297 0.10928 -0.32777
C35 -4.28184 -0.21065 -1.50500
C36 -4.77167 0.26162 -2.71831
C37 -5.92001 1.04586 -2.75198
P1 -2.69683 -1.11154 -1.30698
C38 -2.31163 -1.58785 -3.03066
C39 -1.71316 -0.61518 -3.83071
C40 -1.41320 -0.87103 -5.15964
C41 -1.68057 -2.12109 -5.70114
C42 -2.26844 -3.09870 -4.91160
C43 -2.58964 -2.83366 -3.58570
C44 -3.27812 -2.65701 -0.52410
C45 -4.55759 -3.16994 -0.74568
C46 -4.96273 -4.33443 -0.11339
C47 -4.09677 -4.99892 0.74748
C48 -2.82476 -4.49683 0.97268
C49 -2.42046 -3.32826 0.34124
H31 -7.48225 1.96743 -1.61030
H32 -6.63004 1.11518 0.55626
H33 -4.58618 -0.25829 0.62075
H34 -4.26637 0.01557 -3.64352
H35 -6.29532 1.40356 -3.70181
H36 -1.50038 0.36633 -3.41406
H37 -0.97029 -0.09954 -5.77559
H38 -1.43187 -2.32794 -6.73335
H39 -2.48192 -4.07414 -5.32850
H40 -3.05003 -3.60503 -2.98160
H41 -5.24179 -2.65205 -1.40654
H42 -5.95714 -4.72310 -0.28930
H43 -4.41983 -5.90304 1.24641
H44 -2.15164 -4.99827 1.65520
H45 -1.43482 -2.92812 0.53247

As for the net charge: +1. For the HOMO-LUMO gap, the calculation gives 0.1554 hartree. As for the energy relative to the best compared isomer or geometry (same formula, charge and spin): 1.276 eV. For the HOMO energy, the calculation gives -0.3730 Ha.


| no. | strongest force on any atom (eV/Å) | energy (Eh) |
| --- | --- | --- |
| 1 | 0.839 | -3207.6918 |
| 2 | 3.422 | -5896.6162 |
| 3 | 0.945 | -5149.4130 |
| 4 | 0.658 | -4480.3270 |